Entry 1:
Computed, not measured: 2 unconnected molecules or ions with the total composition H3IO3Si in a non-equilibrium geometry, with ωB97M-V/def2-TZVPD.

The geometry in XYZ format:
```
8
Properties=species:S:1:pos:R:3:forces:R:3
O -2.33536 2.34544 -0.48296 -0.32 6.74 -3.06
O -3.47495 0.14437 0.83828 -0.80 0.91 -0.72
O -0.88714 0.19153 0.62025 1.19 0.24 -1.01
Si -2.25917 1.02210 0.23243 0.78 -7.90 2.68
I 4.03260 0.14860 -0.03002 0.21 -0.48 1.02
H 3.70833 0.78964 -1.40872 -0.23 0.48 -1.03
H -3.46271 -0.21845 1.71446 0.08 -0.44 1.03
H -0.23737 -0.02753 -0.11133 -0.91 0.45 1.08
```
Positions in Å, forces in eV/Å.

Its spin multiplicity is 3. Its net charge is 0. The value obtained for the HOMO-LUMO gap (alpha / beta) is 0.231 / 0.210 hartree. The calculation puts the total energy at -814.6071 a.u. The energy above the lowest of the compared OMol25 structures with the same formula, charge and spin is 62.9 kcal/mol. The HOMO energy (alpha / beta) is -5.65 / -10.27 eV.

Now the natural (NBO) charges, all in e: O -0.590; O -1.122; O -1.120; Si 1.815; I -0.091; H 0.091; H 0.509; H 0.509

---

Entry 2:
Computed, not measured: a single C3H9ClO2Si molecule in a non-equilibrium geometry, with ωB97M-V/def2-TZVPD.

The geometry in XYZ format:
```
16
Properties=species:S:1:pos:R:3:forces:R:3
Cl 0.61760 1.68092 1.31131 -0.18 -0.35 -0.22
O 1.43160 -0.87881 -0.09217 -0.98 -0.28 1.51
O -1.05888 -0.02019 -0.57038 0.54 -1.27 0.84
C 1.81413 -0.26532 -1.26887 1.47 0.19 -1.28
C -1.58834 1.19487 -0.98932 -0.88 0.47 0.33
C -0.42567 -1.26525 2.04290 0.24 0.48 -0.21
Si 0.07773 -0.22381 0.59263 0.43 -0.26 0.25
H 2.92711 -0.22065 -1.35206 -0.78 0.08 0.23
H 1.46324 -0.84702 -2.11264 -0.16 -0.04 -0.34
H 1.40798 0.73824 -1.33732 0.13 0.38 -0.26
H -2.42419 0.99770 -1.67502 0.30 0.11 0.14
H -0.79349 1.72560 -1.48646 -0.04 0.74 -0.30
H -1.96590 1.74416 -0.10341 0.16 0.11 -0.69
H 0.37855 -1.95651 2.27410 0.05 -0.26 -0.10
H -1.35516 -1.79871 1.85839 -0.01 -0.03 0.11
H -0.50630 -0.60522 2.90831 -0.30 -0.08 -0.02
```
Positions in Å, forces in eV/Å.

Its net charge is 0. The SMILES is CO[Si](C)(Cl)OC. The value obtained for the HOMO-LUMO gap is 0.419 hartree. The calculation puts the total energy at -1020.0011 a.u. The energy above the lowest of the compared OMol25 structures with the same formula, charge and spin is 0.0 kcal/mol. The HOMO energy is -10.61 eV.

Now the natural (NBO) charges, all in e: Cl -0.441; O -0.885; O -0.910; C -0.245; C -0.233; C -1.171; Si 2.053; H 0.184; H 0.177; H 0.163; H 0.186; H 0.174; H 0.178; H 0.259; H 0.254; H 0.255

---

Entry 3:
Computed, not measured: a single C6H7NO molecule in a non-equilibrium geometry, with ωB97M-V/def2-TZVPD.

The geometry in XYZ format:
```
15
Properties=species:S:1:pos:R:3:forces:R:3
C 0.81509 -1.56317 -0.54559 -0.40 -0.24 0.49
C -0.04501 -0.08251 -0.53396 4.36 -0.19 1.31
C 0.32814 0.55924 0.85963 -3.36 1.19 2.11
C -0.53425 1.17391 1.79082 0.26 -1.25 -0.48
C -1.53577 -0.00501 -0.73654 1.05 -1.58 2.45
C 0.71813 0.89723 -1.56824 7.08 3.54 0.05
H 0.54052 -2.10922 -1.46438 0.43 0.53 0.06
H 0.48200 -2.33337 0.26309 0.36 1.91 -0.92
H 1.99308 -1.46748 -0.46284 -2.70 0.33 -0.25
H 1.32308 0.45205 1.25518 0.49 -0.06 -0.62
H -1.80755 1.21404 1.64471 4.18 0.24 0.60
H 0.03614 1.50585 2.84205 -2.15 -0.79 -2.98
H -2.19313 -0.51657 0.15560 0.99 1.00 -2.26
N 1.72746 1.60383 -1.85542 -8.09 -5.42 1.74
O -1.84794 0.67117 -1.64412 -2.52 0.78 -1.30
```
Positions in Å, forces in eV/Å.

Its net charge is 0. The SMILES is C=C[C@](C)(C#N)C=O. The value obtained for the HOMO-LUMO gap is 0.389 hartree. The calculation puts the total energy at -362.6398 a.u. The energy above the lowest of the compared OMol25 structures with the same formula, charge and spin is 109.0 kcal/mol. The HOMO energy is -10.22 eV.

Now the natural (NBO) charges, all in e: C -0.602; C -0.240; C -0.197; C -0.414; C 0.437; C 0.274; H 0.224; H 0.229; H 0.251; H 0.220; H 0.221; H 0.239; H 0.140; N -0.316; O -0.467

---

Entry 4:
Computed, not measured: a gas-phase ion, C7H13N2 (charge +1) in a non-equilibrium geometry, with ωB97M-V/def2-TZVPD.

The geometry in XYZ format:
```
22
Properties=species:S:1:pos:R:3:forces:R:3
C -2.32166 1.59973 0.30608 -0.14 3.07 0.13
C -2.71356 0.25075 -0.09107 -3.50 -2.72 -1.61
C 2.11767 -0.25786 -0.24179 0.66 -1.58 1.17
C 1.40967 1.88998 0.24547 -0.60 -0.69 -4.77
C 0.62770 -0.80580 -0.43174 -0.13 0.30 1.07
C -0.18211 0.35684 0.04748 3.99 1.08 -0.92
C 0.27571 -2.23429 0.12962 -1.17 -0.56 0.33
N -1.38265 0.60428 0.11609 0.37 -1.32 0.46
N 2.30672 1.11893 -0.50839 -1.76 1.98 1.12
H -2.32308 2.44136 -0.37824 0.03 -0.23 -0.30
H -2.30809 1.94457 1.31903 -0.84 -0.14 0.65
H -3.37619 -0.36176 0.60474 1.58 0.58 -0.75
H -2.87785 -0.00094 -1.19443 -0.22 0.70 1.66
H 2.33491 -0.25486 0.85117 0.09 -1.15 -0.69
H 2.78003 -0.89410 -0.84735 0.06 0.29 0.61
H 1.21480 2.93047 -0.08968 -0.01 -0.93 -0.33
H 1.24778 1.85287 1.23634 0.54 -0.85 3.48
H 0.50766 -0.90455 -1.48235 -0.35 0.37 -1.20
H -0.33842 -2.90090 -0.56167 0.35 1.53 0.52
H -0.30329 -2.14672 1.08472 0.57 -0.14 -0.74
H 1.08729 -2.94085 0.30394 0.62 0.70 0.23
H 2.47392 1.47689 -1.43694 -0.12 -0.28 -0.11
```
Positions in Å, forces in eV/Å.

Its net charge is +1. The value obtained for the HOMO-LUMO gap is 0.341 hartree. The calculation puts the total energy at -383.6181 a.u. The energy above the lowest of the compared OMol25 structures with the same formula, charge and spin is 124.9 kcal/mol. The HOMO energy is -12.65 eV.

Now the natural (NBO) charges, all in e: C -0.222; C -0.246; C -0.205; C -0.058; C -0.362; C 0.393; C -0.626; N -0.326; N -0.554; H 0.233; H 0.236; H 0.262; H 0.245; H 0.208; H 0.235; H 0.224; H 0.193; H 0.253; H 0.242; H 0.221; H 0.248; H 0.407

---

Entry 5:
Computed, not measured: 2 unconnected molecules or ions with the total composition C2BrF3O in a non-equilibrium geometry, with ωB97M-V/def2-TZVPD.

The geometry in XYZ format:
```
7
Properties=species:S:1:pos:R:3:forces:R:3
C -1.55569 -0.21289 -0.30576 -1.89 -0.20 0.93
C 1.97913 -0.04424 0.88896 -0.08 -0.19 0.64
O -0.48732 0.05903 0.06516 0.41 -0.01 -0.55
F -2.67512 0.31121 0.22449 0.71 -0.28 -0.64
F -1.93761 -1.12476 -1.17751 0.48 0.47 0.12
F 1.72234 1.20926 1.01028 -0.12 0.48 0.32
Br 2.95426 -0.19762 -0.70561 0.50 -0.26 -0.83
```
Positions in Å, forces in eV/Å.

Its net charge is 0. The value obtained for the HOMO-LUMO gap is 0.352 hartree. The calculation puts the total energy at -3024.9677 a.u. The energy above the lowest of the compared OMol25 structures with the same formula, charge and spin is 35.1 kcal/mol. The HOMO energy is -9.85 eV.

Now the natural (NBO) charges, all in e: C 1.143; C 0.313; O -0.536; F -0.312; F -0.289; F -0.319; Br 0.000

---

Entry 6:
Computed, not measured: a single C6H6N2 molecule in a non-equilibrium geometry, with ωB97M-V/def2-TZVPD.

The geometry in XYZ format:
```
14
Properties=species:S:1:pos:R:3:forces:R:3
C 0.08894 2.83384 0.49303 -0.20 -4.17 -1.74
C -0.06816 1.68326 0.00157 0.48 5.33 2.22
C -0.27886 0.29959 -0.26702 -0.97 -0.09 -0.91
C 0.15402 -0.51532 -1.42755 2.20 2.41 -3.65
C 0.86555 -0.65473 -0.15025 1.80 -0.84 2.06
C 0.28546 -1.69097 0.75834 -0.71 -0.91 1.17
H 0.36547 3.78644 0.95594 -0.42 -0.87 -0.59
H -0.48135 -1.30128 -1.81825 -0.12 0.12 0.41
H 0.67137 0.10039 -2.27564 -0.77 -1.40 1.68
H 1.86464 -0.24054 0.11312 -0.73 -0.50 -0.79
H 0.80323 -2.51120 1.40847 -0.88 1.61 -1.70
H -1.83734 0.10617 1.04016 -0.56 0.73 -0.15
N -0.98712 -1.52625 0.92577 1.07 -0.85 0.05
N -1.44586 -0.36940 0.24229 -0.20 -0.58 1.93
```
Positions in Å, forces in eV/Å.

Its net charge is 0. The SMILES is C#C[C@@]12C[C@@H]1C=NN2. The value obtained for the HOMO-LUMO gap is 0.373 hartree. The calculation puts the total energy at -341.5720 a.u. The energy above the lowest of the compared OMol25 structures with the same formula, charge and spin is 94.5 kcal/mol. The HOMO energy is -9.20 eV.

Now the natural (NBO) charges, all in e: C -0.263; C 0.064; C -0.060; C -0.378; C -0.287; C 0.016; H 0.252; H 0.245; H 0.229; H 0.246; H 0.225; H 0.375; N -0.242; N -0.423

---

What is the net charge in the fifth record? 0